(1)
This record from the Open Molecules 2025 dataset describes C37H35BaClN4O4 as an isolated structure. The level of theory is the ωB97M-V functional and the def2-TZVPD basis.

Output
HOMO level (Ha): -0.27147
Strongest force on any atom (eV/Å): 2.5
Net charge: 0
Molar mass (g/mol): 772.49
Relative energy (zero: lowest compared OMol25 entry of this formula, charge and spin) (kJ/mol): 0.0
Lowest unoccupied orbital energy (eV): -0.80
Multiplicity: 1
Total energy (eV): -66307.2602

XYZ file:
```
82
Properties=species:S:1:pos:R:3:forces:R:3
Ba -0.849 -0.615 -0.106 0.3 1.6 0.5
C -0.929 -5.370 1.502 0.9 -1.5 0.3
C -0.430 -5.946 0.336 -0.1 -0.2 -0.4
C -0.667 -5.339 -0.886 -0.3 -0.1 0.6
C -1.324 -4.105 -0.866 0.4 -1.3 1.1
N -1.760 -3.533 0.272 0.5 0.6 -0.9
C -1.548 -4.152 1.425 -1.0 0.4 0.8
C -1.398 -3.392 -2.119 0.3 1.3 -1.7
C -0.432 -3.610 -3.126 -0.3 0.1 0.3
C -0.403 -2.798 -4.252 -0.6 0.1 0.1
C -1.324 -1.757 -4.346 -0.1 -0.5 0.8
C -2.248 -1.590 -3.282 0.6 -1.0 0.1
N -2.289 -2.405 -2.208 0.4 0.5 -0.6
C -3.093 -0.401 -3.211 -0.6 1.7 -0.3
C -3.145 0.421 -4.358 -0.3 -0.9 0.4
C -3.572 1.721 -4.222 -0.6 0.2 0.2
C -4.089 2.140 -2.999 0.5 0.3 -0.1
C -4.048 1.235 -1.935 -1.0 0.7 0.6
N -3.602 -0.004 -2.010 1.5 -0.6 -1.1
H -0.821 -5.958 2.427 0.0 0.8 -0.3
H 0.135 -6.874 0.335 -0.3 0.0 0.3
H -0.420 -5.828 -1.828 0.1 0.2 0.4
H -1.964 -3.654 2.328 0.4 -0.4 -0.7
H 0.330 -4.358 -2.974 0.1 0.0 -0.1
H 0.327 -2.960 -5.043 -0.1 0.1 0.3
H -1.268 -1.071 -5.180 0.0 -0.1 0.2
H -2.918 -0.009 -5.343 0.2 0.5 0.6
H -3.526 2.378 -5.077 -0.2 0.2 0.0
H -4.451 3.173 -2.870 0.2 -0.7 0.1
H -4.431 1.528 -0.940 0.2 -0.1 -0.6
C 4.952 -2.947 1.483 0.3 0.1 0.1
C 3.785 -3.472 0.613 -0.1 0.4 0.6
C 3.968 -3.246 -0.892 0.4 0.3 -0.6
C 3.450 -4.933 1.000 0.7 0.0 0.5
C 2.598 -2.656 0.977 -0.4 0.1 -0.2
N 1.651 -2.028 1.159 0.1 -0.3 -0.1
H 5.908 -3.413 1.192 -0.4 0.2 -0.1
H 4.779 -3.210 2.535 0.0 0.0 -0.2
H 5.049 -1.846 1.462 0.0 -0.5 -0.3
H 4.858 -3.754 -1.303 -0.3 0.1 0.4
H 4.040 -2.165 -1.155 0.0 -0.7 0.3
H 3.101 -3.645 -1.420 0.0 0.0 0.0
H 4.249 -5.636 0.697 -0.3 0.5 0.0
H 2.516 -5.271 0.567 -0.2 0.0 -0.1
H 3.373 -4.980 2.106 -0.1 -0.1 -0.6
C -1.766 5.394 6.810 -0.1 0.4 1.0
C -1.573 4.359 5.778 -0.1 -1.4 -0.5
C -1.373 2.995 6.099 0.4 0.9 -2.0
C -1.105 2.058 5.058 -0.3 0.1 0.1
C -0.674 0.659 5.526 -0.4 1.4 0.7
C -1.225 2.436 3.694 -0.3 1.9 1.6
C -1.448 3.832 3.407 0.1 -0.5 -0.2
C -1.519 4.407 1.996 0.6 0.1 -0.1
C -1.590 4.757 4.435 0.3 -0.4 0.2
C -1.125 1.493 2.553 1.0 -1.0 -1.9
O -0.031 1.427 1.918 -0.1 -0.1 0.4
O -2.122 0.821 2.171 -0.5 -0.2 0.3
H -1.821 4.955 7.822 0.4 0.3 -0.3
H -2.710 5.921 6.682 -0.1 0.1 -0.2
H -0.955 6.134 6.719 -0.3 -0.2 0.4
H -1.330 2.666 7.125 0.0 0.0 0.2
H -0.999 0.557 6.575 0.2 -0.1 -0.3
H 0.406 0.552 5.503 0.2 0.0 -0.1
H -1.127 -0.123 4.973 -0.4 -0.8 -0.7
H -2.502 4.260 1.541 0.0 -0.1 0.0
H -0.758 3.989 1.315 -0.4 -0.1 0.4
H -1.327 5.502 2.043 -0.2 -0.7 0.0
H -1.667 5.829 4.176 -0.1 -0.7 0.2
Cl 3.766 5.540 -5.505 1.0 1.6 -1.1
C 2.946 4.292 -4.781 -1.2 -1.8 0.7
C 1.562 4.298 -4.710 -0.9 -0.1 0.5
C 0.881 3.320 -3.952 -0.2 -0.4 0.1
C 1.552 2.254 -3.255 0.2 1.6 -0.7
C 2.956 2.293 -3.418 0.0 -0.6 0.1
C 3.631 3.230 -4.233 -0.2 -0.8 1.0
C 0.806 1.251 -2.322 -0.3 0.3 0.8
O 1.380 0.207 -1.928 0.5 -0.2 -0.5
O -0.350 1.548 -1.896 0.0 0.2 -0.8
H 1.026 5.117 -5.225 0.2 -0.6 0.5
H -0.219 3.406 -3.897 0.7 -0.2 0.1
H 3.584 1.571 -2.873 -0.5 0.2 -0.4
H 4.703 3.126 -4.385 -0.2 0.2 0.2
```
Forces are in eV/Å.

Here are the Mulliken charges for atoms 1 to 4, given in e: 1.65 -0.54 -0.57 -0.69



(2)
This record from the Open Molecules 2025 dataset describes a 2-piece molecular cluster, C14H16 overall. The level of theory is the ωB97M-V functional and the def2-TZVPD basis.

Output
HOMO level (Ha): -0.32721
Structure (SMILES): Cc1ccccc1.Cc1ccccc1
Strongest force on any atom (eV/Å): 1.1
Net charge: 0
Molar mass (g/mol): 184.28
Relative energy (zero: lowest compared OMol25 entry of this formula, charge and spin) (kJ/mol): 23.5
Lowest unoccupied orbital energy (eV): 0.98
Multiplicity: 1
Total energy (eV): -14777.5217

XYZ file:
```
30
Properties=species:S:1:pos:R:3:forces:R:3
C 0.577 2.705 2.385 -0.4 0.1 -0.3
C 2.550 0.031 0.592 0.2 0.3 -1.0
C 2.394 -1.060 1.421 -0.3 -0.2 0.2
C 1.863 1.215 0.811 0.1 -0.1 0.9
C 1.115 1.352 1.983 -0.2 0.5 -0.2
C 1.484 -0.977 2.462 -0.2 -0.1 0.3
C 0.872 0.231 2.765 0.3 0.0 -0.1
H 3.176 -0.028 -0.294 0.1 -0.1 0.2
H 2.939 -1.979 1.258 0.0 0.0 -0.2
H 1.957 2.061 0.142 0.1 0.0 0.0
H 1.230 -1.848 3.054 0.2 0.0 0.1
H 0.596 2.854 3.461 0.1 -0.1 0.1
H -0.473 2.856 2.085 0.3 -0.1 -0.1
H 0.242 0.314 3.641 -0.1 0.0 0.0
H 1.164 3.506 1.930 -0.1 -0.1 0.0
C -0.606 -2.702 -2.471 0.0 -0.2 -1.0
C -1.364 0.381 -0.429 -0.3 0.4 0.3
C -0.751 -0.778 -0.860 0.0 0.3 0.0
C -2.307 1.039 -1.207 0.3 0.3 0.0
C -1.156 -1.368 -2.057 0.1 -0.1 0.2
C -2.625 0.531 -2.448 -0.4 -1.0 -0.4
C -2.103 -0.707 -2.832 0.6 0.5 0.0
H -1.138 0.815 0.540 0.3 -0.1 -0.1
H 0.095 -1.121 -0.280 -0.1 -0.5 0.0
H -2.662 1.997 -0.857 -0.3 0.0 -0.1
H -3.328 0.971 -3.146 0.1 0.4 0.3
H 0.467 -2.792 -2.287 -0.1 0.0 0.2
H -0.770 -2.894 -3.544 0.1 0.3 0.2
H -2.305 -1.083 -3.824 -0.3 -0.2 0.0
H -1.134 -3.522 -1.993 0.1 0.0 0.4
```
Forces are in eV/Å.

Here are the Mulliken charges for atoms 1 to 4, given in e: -1.37 -0.40 -0.59 -0.36



(3)
This record from the Open Molecules 2025 dataset describes C35H34Cl3N5O3P2PbSTe2 as an isolated structure. The level of theory is the ωB97M-V functional and the def2-TZVPD basis.

Output
HOMO level (Ha): -0.07703
Strongest force on any atom (eV/Å): 0.7
Net charge: -2
Molar mass (g/mol): 1235.46
Lowest unoccupied orbital energy (eV): 3.76
Multiplicity: 1
Total energy (eV): -137258.7363

XYZ file:
```
86
Properties=species:S:1:pos:R:3:forces:R:3
Pb -0.129 -0.389 -0.942 -0.2 -0.5 0.4
Te -2.561 1.708 4.529 0.2 0.2 0.0
C -1.868 3.121 5.953 0.0 0.0 0.1
C -0.506 3.284 6.185 0.0 0.0 0.0
C -0.087 4.221 7.115 0.0 0.0 0.0
N -0.911 4.997 7.827 0.0 0.0 0.0
C -2.213 4.827 7.604 0.0 0.0 0.0
C -2.735 3.919 6.694 0.0 0.0 0.0
C -0.917 1.825 3.266 -0.4 -0.5 -0.3
P -1.065 2.599 1.641 0.1 0.2 0.0
C -2.385 3.870 1.859 0.0 -0.1 0.0
C -3.663 3.538 1.406 0.0 0.0 -0.1
C -4.733 4.403 1.590 0.0 0.0 0.0
C -4.540 5.620 2.229 0.0 0.0 0.0
C -3.271 5.966 2.675 0.0 0.0 0.0
C -2.203 5.099 2.489 0.0 0.0 0.1
C 0.430 3.688 1.571 0.0 0.1 0.0
C 0.976 3.997 0.328 0.0 0.0 0.0
C 2.098 4.812 0.227 0.0 0.0 0.0
C 2.689 5.324 1.373 0.0 0.0 0.0
C 2.164 5.004 2.621 0.0 0.0 0.0
C 1.049 4.184 2.717 0.1 0.0 -0.1
P 0.121 0.402 3.016 0.0 0.2 0.1
C -0.916 -1.114 2.952 0.0 0.0 0.0
C -2.155 -1.071 2.310 0.0 0.0 0.0
C -2.902 -2.225 2.114 0.0 0.0 0.0
C -2.424 -3.449 2.559 0.0 0.0 0.0
C -1.184 -3.511 3.183 0.0 0.0 0.0
C -0.434 -2.358 3.366 0.0 0.0 0.0
C 0.921 0.246 4.666 0.0 0.0 0.0
C 2.156 0.877 4.823 0.0 0.0 0.0
C 2.773 0.949 6.065 0.0 0.0 0.0
C 2.164 0.381 7.177 0.0 0.0 0.0
C 0.939 -0.257 7.034 0.0 0.0 0.0
C 0.323 -0.325 5.791 0.1 0.0 0.0
H 0.214 2.686 5.636 0.0 0.0 0.0
H 0.975 4.357 7.304 0.0 0.0 0.0
H -2.882 5.464 8.178 0.0 0.0 0.0
H -3.809 3.854 6.554 0.0 0.0 0.0
H -3.821 2.593 0.893 0.0 0.0 0.0
H -5.716 4.122 1.232 0.0 0.0 0.0
H -5.373 6.298 2.375 0.0 0.0 0.0
H -3.111 6.914 3.176 0.0 0.0 0.0
H -1.222 5.379 2.852 0.0 0.0 0.0
H 0.557 3.556 -0.570 0.0 0.0 0.0
H 2.520 5.021 -0.749 0.0 0.0 0.0
H 3.568 5.955 1.298 0.0 0.0 0.0
H 2.631 5.387 3.522 0.0 0.0 0.0
H 0.648 3.896 3.683 0.0 0.0 0.0
H -2.534 -0.123 1.939 0.0 0.0 0.0
H -3.853 -2.165 1.596 0.0 0.0 0.0
H -3.002 -4.353 2.403 0.0 0.0 0.0
H -0.785 -4.466 3.506 0.0 0.0 0.0
H 0.546 -2.426 3.822 0.0 0.0 0.0
H 2.625 1.329 3.954 0.0 0.0 0.0
H 3.730 1.448 6.164 0.0 0.0 0.0
H 2.642 0.434 8.148 0.0 0.0 0.0
H 0.451 -0.693 7.899 0.0 0.0 0.0
H -0.638 -0.810 5.694 0.0 0.0 0.0
C 4.514 -1.951 0.222 0.0 0.0 -0.1
N 3.481 -2.954 0.340 -0.2 0.2 0.2
C 2.210 -2.618 0.727 0.3 0.2 -0.2
N 1.394 -3.684 0.987 -0.1 -0.3 -0.1
O 1.855 -1.446 0.863 0.1 -0.2 -0.1
H 5.154 -2.165 -0.636 0.0 0.0 0.0
H 5.134 -1.881 1.122 0.0 0.0 0.0
H 4.029 -0.991 0.068 0.0 0.0 0.0
H 3.747 -3.916 0.451 0.0 -0.1 -0.1
H 1.477 -4.468 0.342 0.0 0.1 -0.1
H 0.434 -3.398 1.123 0.0 0.0 0.0
Te 0.907 1.127 -2.862 0.5 0.3 -0.3
N -2.441 1.658 -3.799 -0.3 0.2 0.1
C -2.739 1.755 -2.474 0.0 -0.2 -0.2
N -2.190 2.786 -1.829 -0.1 0.2 0.4
S -3.723 0.634 -1.712 0.0 -0.1 0.2
H -1.483 1.910 -4.022 0.1 0.0 0.0
H -2.718 0.772 -4.188 0.0 -0.1 0.0
H -1.470 3.319 -2.288 0.2 -0.1 0.0
H -2.135 2.733 -0.813 0.0 0.0 -0.3
Cl -1.986 -4.486 -0.705 0.0 0.0 0.0
C -1.144 -4.684 -2.273 0.1 0.0 0.0
Cl -1.947 -3.661 -3.475 0.0 0.0 0.0
Cl -1.281 -6.383 -2.784 0.0 0.0 0.0
C 0.376 -4.238 -2.007 0.1 -0.3 0.1
O 1.119 -5.166 -1.640 -0.3 0.5 -0.1
O 0.557 -3.022 -2.140 0.1 0.0 0.2
```
Forces are in eV/Å.

Here are the Mulliken charges for atoms 1 to 4, given in e: 1.30 0.42 -0.02 0.39



(4)
This record from the Open Molecules 2025 dataset describes an isolated molecule of C5H10O. The level of theory is the ωB97M-V functional and the def2-TZVPD basis.

Output
HOMO level (Ha): -0.34821
Structure (SMILES): C[C@@H]1CCCO1
Strongest force on any atom (eV/Å): 2.8
Net charge: 0
Molar mass (g/mol): 86.13
Relative energy (zero: lowest compared OMol25 entry of this formula, charge and spin) (kJ/mol): 298.8
Lowest unoccupied orbital energy (eV): 1.08
Multiplicity: 1
Total energy (eV): -7391.6689

XYZ file:
```
16
Properties=species:S:1:pos:R:3:forces:R:3
C -0.995 1.123 -1.348 -1.0 -0.6 -0.5
C -0.105 -0.212 -1.007 0.3 -0.4 0.2
C -0.496 -1.166 0.268 1.4 0.7 1.2
C 0.036 -0.156 1.462 0.2 -0.8 -0.8
C 1.531 0.147 0.778 -0.5 -1.1 0.2
O 1.251 0.319 -0.684 -1.0 -0.5 1.6
H -1.348 1.732 -0.401 0.9 -1.4 -1.8
H -1.966 0.736 -1.922 2.0 1.1 1.2
H -0.412 1.884 -2.054 -1.1 -2.0 1.5
H -0.035 -0.990 -1.891 0.0 2.1 1.3
H 0.290 -2.050 0.342 -1.7 1.6 -0.7
H -1.559 -1.647 0.348 1.9 1.4 -0.3
H -0.721 0.766 1.484 2.1 -1.8 0.2
H 0.159 -0.673 2.520 -0.4 1.2 -2.3
H 2.229 -0.818 0.796 -1.6 1.9 0.5
H 2.141 1.004 1.309 -1.5 -1.3 -1.6
```
Forces are in eV/Å.

Here are the Mulliken charges for atoms 1 to 4, given in e: -0.94 0.26 -0.57 -0.51



(5)
This record from the Open Molecules 2025 dataset describes a 2-piece molecular cluster, C5H8N3O3P overall. The level of theory is the ωB97M-V functional and the def2-TZVPD basis.

Output
HOMO level (Ha): 0.04517
Strongest force on any atom (eV/Å): 3.8
Net charge: -2
Molar mass (g/mol): 189.11
Relative energy (zero: lowest compared OMol25 entry of this formula, charge and spin) (kJ/mol): 287.7
Lowest unoccupied orbital energy (eV): 5.49
Multiplicity: 1
Total energy (eV): -25216.4372

XYZ file:
```
20
Properties=species:S:1:pos:R:3:forces:R:3
C -2.405 -0.719 -0.119 -1.4 -1.5 -0.4
C -0.732 0.601 -0.297 -1.5 -0.1 -1.8
C 1.384 -3.973 0.965 -2.2 0.5 -0.4
C 1.185 -2.674 1.234 2.3 -0.7 1.6
C 0.463 1.276 -0.307 0.7 0.1 1.3
N -1.087 -0.667 0.142 0.0 1.0 0.4
N -2.957 0.274 -0.838 0.1 -1.8 1.8
N -1.868 1.079 -0.982 1.1 0.1 0.2
O 1.615 3.537 0.627 -0.5 0.0 -1.1
O 1.091 3.396 -1.916 3.7 -0.3 0.8
O -0.802 3.794 -0.385 -0.2 -0.4 0.1
P 0.537 3.108 -0.370 0.2 -1.0 1.0
H -2.970 -1.661 0.256 0.6 1.8 -1.0
H 2.382 -4.334 0.800 0.2 -0.5 0.1
H 0.473 -4.622 0.804 1.4 0.5 -0.1
H -2.011 2.055 -1.151 0.1 0.5 0.0
H 2.157 -2.181 1.583 -1.6 0.1 -1.0
H 0.230 -2.184 1.383 0.1 0.2 -0.4
H 1.221 0.690 0.274 -0.4 1.0 -0.4
H 2.097 3.204 -1.705 -2.8 0.6 -1.1
```
Forces are in eV/Å.

Here are the Mulliken charges for atoms 1 to 4, given in e: -0.10 0.40 -0.44 -0.45



| no. | HOMO-LUMO gap (hartree) |
| --- | --- |
| 1 | 0.242 |
| 2 | 0.363 |
| 3 | 0.215 |
| 4 | 0.388 |
| 5 | 0.157 |